# 1
Entry from the OMol25 dataset: a molecular structure, C2H3NP2 in a non-equilibrium geometry (ωB97M-V/def2-TZVPD).

Structure (XYZ):
```
8
Properties=species:S:1:pos:R:3:mulliken_charge:R:1
C -0.4411 -0.8322 -0.0884 -0.05
C -0.9625 0.4829 -0.3822 -0.63
N 0.7596 -0.8992 0.3504 -0.57
P 0.4312 1.3777 -0.0346 0.31
P 1.9682 2.5721 0.0171 -0.09
H -0.9253 -1.7146 -0.1615 0.48
H -2.0055 0.8325 -0.2312 0.32
H 1.1755 -1.8191 0.5303 0.23
```

Results
E_LUMO, eV: -0.319
Relative energy (zero: lowest compared OMol25 entry of this formula, charge and spin), eV: 2.535
Spin multiplicity: 1
E_tot, eV: -22186.3279
Largest force on an atom, eV/Å: 3.59
HOMO-LUMO gap, eV: 7.76

---

# 2
Entry from the OMol25 dataset: 2 unconnected molecules or ions with the total composition C2H3NP2 in a non-equilibrium geometry (ωB97M-V/def2-TZVPD).

Structure (XYZ):
```
8
Properties=species:S:1:pos:R:3:lowdin_spin:R:1
C -2.8387 -0.5475 -0.0328 0.56
C -0.7240 -0.1803 -0.6849 0.69
N -3.9079 -0.5587 0.3544 0.10
P -0.7757 -0.6268 -2.2712 0.21
P 0.3013 -0.0858 0.7479 0.31
H 0.6227 -0.5886 -2.4941 0.07
H 0.1547 1.2850 1.0004 0.02
H -0.6548 -0.4432 1.6984 0.04
```

Results
E_LUMO (spin up / spin down), eV: -1.055 / -4.308
Relative energy (zero: lowest compared OMol25 entry of this formula, charge and spin), eV: 4.020
Spin multiplicity: 3
E_tot, eV: -22182.1006
Largest force on an atom, eV/Å: 2.81
HOMO-LUMO gap (spin up / spin down), eV: 6.67 / 5.95

---

# 3
Entry from the OMol25 dataset: 2 unconnected molecules or ions with the total composition C2H3NS in a non-equilibrium geometry (ωB97M-V/def2-TZVPD).

Structure (XYZ):
```
7
Properties=species:S:1:pos:R:3:mulliken_charge:R:1
C 0.7371 1.7565 0.2937 -0.34
C -1.0626 -0.2344 -0.1705 -0.35
N 1.1693 2.8043 0.0373 -0.02
S -2.2549 0.8606 -0.0335 -0.21
H -1.2880 -0.8717 -1.0678 0.25
H -0.1833 -0.3168 0.5185 0.36
H 1.9002 3.4737 -0.1646 0.31
```

Results
E_LUMO, eV: -0.023
Relative energy (zero: lowest compared OMol25 entry of this formula, charge and spin), eV: 2.552
Spin multiplicity: 1
E_tot, eV: -14444.9169
Largest force on an atom, eV/Å: 1.67
HOMO-LUMO gap, eV: 8.39

---

Which value of relative energy (zero: lowest compared OMol25 entry of this formula, charge and spin) does entry 2 give?
4.020 eV